[1]
DFT (the ωB97M-V functional and the def2-TZVPD basis) results for a structure of composition C22H48O18PS5Tl.

Geometry (Å):
Tl 4.115 -12.078 10.928
P 6.592 -12.396 8.979
O 6.885 -12.568 10.474
O 5.386 -13.449 8.822
O 7.854 -12.578 8.041
O 5.832 -11.047 8.957
C 11.773 -12.289 7.947
C 11.107 -12.714 6.674
C 10.329 -11.663 5.716
O 10.654 -12.137 4.438
C 11.692 -12.968 4.555
O 12.300 -13.341 3.595
O 12.057 -13.314 5.788
H 10.961 -12.266 8.674
H 12.304 -11.345 8.069
H 12.435 -12.998 8.445
H 10.302 -13.425 6.863
H 10.741 -10.664 5.856
H 9.309 -11.839 6.058
C 5.421 -13.617 5.239
C 5.281 -12.137 5.204
C 6.361 -11.177 5.645
O 6.442 -10.201 4.552
C 5.777 -10.741 3.471
O 5.743 -10.300 2.335
O 5.128 -11.812 3.790
H 5.762 -13.974 6.211
H 6.083 -13.973 4.450
H 4.512 -14.112 4.898
H 4.394 -11.948 5.809
H 7.307 -11.657 5.895
H 5.914 -10.747 6.541
C 7.240 -16.758 8.131
C 8.471 -15.785 8.372
C 8.618 -15.289 9.798
O 9.966 -15.592 10.073
C 10.587 -16.327 9.090
O 11.794 -16.592 9.126
O 9.758 -16.385 8.003
H 7.423 -16.959 7.076
H 6.281 -16.282 8.338
H 7.151 -17.586 8.834
H 8.293 -14.921 7.731
H 7.889 -15.783 10.440
H 8.453 -14.217 9.686
C 3.469 -9.820 7.873
S 1.722 -10.317 8.212
O 1.931 -10.818 9.645
C 1.151 -8.531 8.470
H 4.030 -10.638 7.420
H 3.990 -9.655 8.816
H 3.613 -8.849 7.399
H 1.887 -8.042 9.108
H 0.163 -8.587 8.925
H 1.084 -8.082 7.478
C 3.071 -16.162 9.259
S 1.814 -14.769 8.987
O 1.967 -13.731 10.050
C 2.549 -14.104 7.380
H 2.811 -16.748 10.140
H 4.087 -15.797 9.407
H 3.314 -16.790 8.402
H 2.639 -14.852 6.593
H 3.580 -13.769 7.504
H 1.927 -13.260 7.083
C 7.264 -7.868 12.684
S 6.910 -9.204 11.507
O 5.448 -9.569 11.653
C 6.859 -8.265 9.901
H 8.170 -7.262 12.697
H 7.154 -8.187 13.720
H 6.463 -7.183 12.405
H 7.818 -7.771 9.747
H 5.931 -7.696 9.854
H 6.804 -8.928 9.038
C 12.068 -13.827 12.708
S 10.839 -12.706 13.414
O 11.446 -11.484 14.149
C 10.069 -11.908 11.838
H 12.799 -14.047 13.486
H 12.525 -13.247 11.906
H 11.706 -14.738 12.231
H 9.395 -11.051 11.840
H 9.619 -12.714 11.260
H 10.896 -11.541 11.230
C 7.495 -12.450 13.933
S 5.995 -11.483 14.466
O 4.731 -12.044 13.735
C 6.114 -12.149 16.183
H 8.378 -12.210 14.525
H 7.538 -12.430 12.844
H 7.378 -13.471 14.296
H 6.088 -13.239 16.183
H 5.225 -11.835 16.731
H 6.949 -11.734 16.747

Output
HOMO energy (spin up / spin down) = -6.2 / -6.1 eV
orbital gap (spin up / spin down) = 8.156 / 6.725 eV
lowest unoccupied orbital energy (spin up / spin down) = 0.0711 / 0.0215 Ha
charge = -1
multiplicity = 2

Atom charges from the Mulliken analysis, given in e for atoms 1 to 4: number 1, Tl, carries 1.199; number 2, P, carries -1.414; number 3, O, carries 0.109; number 4, O, carries -0.013

***

[2]
DFT (the ωB97M-V functional and the def2-TZVPD basis) results for a structure of composition C22H49ClGaN6O3P2.

Geometry (Å):
C -6.279 0.991 4.054
C -6.193 1.143 2.534
C -7.054 2.058 1.947
C -7.019 2.204 0.561
C -6.150 1.448 -0.193
C -5.277 0.516 0.389
C -4.392 -0.283 -0.523
Ga -2.373 0.006 -0.262
C -1.831 1.969 0.121
C -2.112 2.346 1.542
O -2.995 3.088 1.868
Cl -1.004 1.599 2.806
C -5.317 0.385 1.775
H -6.204 -0.061 4.356
H -7.289 1.319 4.345
H -5.564 1.628 4.588
H -7.744 2.657 2.540
H -7.715 2.905 0.099
H -6.145 1.554 -1.278
H -4.575 -1.363 -0.393
H -4.634 -0.038 -1.567
H -1.670 -0.414 -1.638
H -1.766 -0.970 0.864
H -2.229 2.712 -0.577
H -0.732 2.006 0.025
H -4.657 -0.335 2.264
O 4.881 1.683 1.092
P 4.631 2.573 2.291
N 3.239 3.366 1.659
C 2.997 4.740 1.295
C 2.033 2.547 1.595
N 6.105 3.457 2.172
C 6.221 4.901 2.198
C 7.098 2.942 1.230
N 4.403 3.256 3.910
C 4.456 2.140 4.889
C 3.386 4.195 4.344
H 2.197 5.178 1.909
H 2.672 4.828 0.251
H 3.861 5.387 1.418
H 1.647 2.339 2.600
H 2.229 1.591 1.103
H 1.236 3.032 1.032
H 5.912 5.351 1.247
H 7.263 5.194 2.363
H 5.663 5.352 3.017
H 6.822 3.163 0.192
H 7.224 1.869 1.334
H 8.079 3.388 1.419
H 3.598 1.471 4.774
H 4.478 2.499 5.919
H 5.367 1.551 4.735
H 2.362 3.841 4.185
H 3.518 5.171 3.881
H 3.500 4.379 5.416
O -1.089 -2.381 -2.914
P -0.676 -3.829 -2.966
N 0.801 -3.573 -3.838
C 1.225 -3.986 -5.150
C 1.863 -2.939 -3.077
N -2.002 -4.369 -3.919
C -1.903 -5.182 -5.113
C -3.092 -3.410 -4.113
N -0.288 -5.523 -2.617
C -0.470 -5.738 -1.159
C 0.868 -6.279 -3.050
H 2.106 -4.645 -5.097
H 1.517 -3.127 -5.768
H 0.470 -4.537 -5.703
H 2.263 -3.617 -2.305
H 1.505 -2.034 -2.578
H 2.696 -2.640 -3.716
H -1.562 -4.598 -5.977
H -2.883 -5.592 -5.375
H -1.257 -6.050 -4.978
H -2.820 -2.632 -4.836
H -3.369 -2.931 -3.178
H -3.990 -3.913 -4.481
H 0.275 -5.182 -0.579
H -0.402 -6.793 -0.888
H -1.462 -5.392 -0.850
H 1.824 -5.840 -2.740
H 0.864 -6.437 -4.128
H 0.823 -7.284 -2.623

Output
HOMO energy = -4.4 eV
orbital gap = 6.164 eV
lowest unoccupied orbital energy = 0.0641 Ha
charge = -1
multiplicity = 1

Atom charges from the Mulliken analysis, given in e for atoms 1 to 4: number 1, C, carries -1.376; number 2, C, carries 1.206; number 3, C, carries -0.745; number 4, C, carries -0.580

***

Molar mass across the listed records, respectively: 996.300, 612.797 g mol⁻¹.